(1)
{"formula": "CH5FNO2P", "method": "ωB97M-V/def2-TZVPD", "e_lumo_ev": [-1.95, -1.95], "homo_energy_ev": [-10.340, -10.341], "homo_lumo_gap_ev": [8.39, 8.39], "total_energy_ha": -687.50248, "relative_energy_kj_mol": 411.46, "symbols": ["C", "N", "O", "O", "F", "P", "H", "H", "H", "H", "H"], "coordinates": [[-0.91, -0.21, 1.19], [0.34, -0.39, -1.55], [2.61, -0.48, -0.09], [0.37, -0.76, 1.01], [-0.15, 2.31, -0.17], [1.20, -0.18, -0.22], [-1.44, -0.28, 0.26], [-0.80, 0.88, 1.48], [-1.34, -0.90, 1.99], [-0.56, 0.25, -1.49], [0.68, -0.24, -2.41]]}

---

(2)
{"formula": "CH5FOP2", "method": "ωB97M-V/def2-TZVPD", "e_lumo_ev": -0.72, "homo_energy_ev": -9.830, "homo_lumo_gap_ev": 9.11, "total_energy_ha": -898.85147, "relative_energy_kj_mol": 160.39, "symbols": ["C", "O", "F", "P", "P", "H", "H", "H", "H", "H"], "coordinates": [[-1.64, 0.93, -0.25], [-0.57, 0.00, -0.35], [2.01, 1.53, -0.17], [1.71, -1.62, -0.30], [0.61, -0.08, 0.72], [-2.53, 0.43, -0.64], [-1.41, 1.80, -0.85], [-1.82, 1.24, 0.78], [0.96, -2.62, 0.36], [2.69, -1.62, 0.70]]}